No. 1
19
Properties=species:S:1:pos:R:3 method="wB97M-V/def2-TZVPD" molar_mass_g_mol=109.10 total_charge=+1 lumo_energy_ev=-2.91 e_tot_ha=-458.9893 homo_ev=-14.93
O 1.994 0.040 -0.684
H 2.329 -0.850 -0.475
H 2.791 0.524 -0.930
O 2.998 -2.379 0.681
H 3.756 -2.972 0.731
H 2.783 -2.222 1.608
O -2.422 -1.756 0.414
H -3.113 -2.083 0.998
H -2.442 -2.358 -0.340
O -0.855 2.322 1.840
H -1.047 3.191 1.471
H -0.058 2.449 2.364
O -1.729 1.581 -2.085
H -2.381 2.193 -2.451
H -0.916 1.894 -2.508
O -0.375 0.036 0.045
H -0.774 0.907 -0.187
H 0.539 0.129 -0.442
H -1.079 -0.644 -0.050

=====

No. 2
130
Properties=species:S:1:pos:R:3 method="wB97M-V/def2-TZVPD" molar_mass_g_mol=746.52 total_charge=+1 lumo_energy_ev="-2.42 / -6.16" e_tot_ha=-2754.6617 homo_ev="-9.47 / -9.47" spin_multiplicity=2
N -3.792 -3.770 1.477
H -3.355 -4.680 1.457
H -3.285 -2.992 1.078
H -3.661 -3.652 2.471
H -4.752 -3.987 1.252
Cl -0.917 -0.965 0.537
O -0.344 -1.807 1.551
O -2.286 -1.348 0.631
O -0.657 0.426 0.785
O -0.371 -1.302 -0.737
C 2.411 6.002 -3.064
C 2.979 4.679 -2.360
C 3.105 4.829 -0.822
C 1.819 4.788 -0.100
C 1.140 3.406 -0.423
C 0.848 3.128 -1.939
N 2.079 3.477 -2.630
O 2.006 3.198 -3.968
C 0.596 1.667 -2.110
C -0.369 3.863 -2.406
C 4.448 4.487 -2.858
H 2.190 6.718 -2.273
H 1.565 5.805 -3.724
H 3.109 6.529 -3.715
H 3.794 4.102 -0.392
H 3.606 5.759 -0.555
H 1.201 5.629 -0.415
H 1.938 4.856 0.981
H 0.271 3.257 0.218
H 1.935 2.706 -0.166
H -0.393 1.452 -1.704
H 0.601 1.374 -3.160
H 1.358 1.102 -1.573
H -0.265 4.920 -2.163
H -0.648 3.759 -3.454
H -1.158 3.491 -1.752
H 4.882 3.655 -2.303
H 4.997 5.390 -2.594
H 4.547 4.328 -3.931
H 2.761 2.609 -4.026
C -5.316 2.080 1.001
C -4.526 3.395 0.673
C -5.548 4.513 0.254
C -4.844 5.928 0.135
C -4.166 6.326 1.408
C -3.134 5.168 1.905
N -3.679 3.776 1.790
O -2.887 2.820 2.354
C -1.850 5.410 1.097
C -2.927 5.406 3.423
C -3.711 2.958 -0.594
H -6.250 2.111 1.562
H -4.614 1.344 1.394
H -5.653 1.594 0.086
H -6.177 4.288 -0.607
H -6.226 4.776 1.066
H -5.510 6.746 -0.141
H -4.090 5.840 -0.646
H -4.992 6.482 2.102
H -3.663 7.292 1.357
H -1.999 5.398 0.017
H -1.408 6.396 1.239
H -1.148 4.738 1.592
H -3.747 5.244 4.123
H -2.179 4.682 3.743
H -2.714 6.444 3.680
H -4.400 2.606 -1.363
H -3.076 2.103 -0.364
H -3.195 3.817 -1.022
H -2.251 2.549 1.688
C 2.207 -3.190 3.400
C 3.249 -2.420 2.583
C 2.927 -2.727 1.076
C 3.641 -1.719 0.069
C 3.363 -0.216 0.636
C 3.693 0.008 2.140
N 3.097 -0.982 3.010
O 3.192 -0.679 4.371
C 5.266 0.026 2.226
C 3.107 1.450 2.433
C 4.625 -3.015 2.934
H 2.414 -4.205 3.061
H 1.161 -2.984 3.173
H 2.422 -2.989 4.449
H 3.366 -3.707 0.890
H 1.841 -2.777 0.991
H 3.500 -1.852 -1.004
H 4.629 -2.130 0.277
H 2.287 -0.148 0.470
H 3.642 0.602 -0.028
H 5.617 -0.086 3.251
H 5.609 -0.685 1.474
H 5.728 0.980 1.970
H 3.495 2.103 1.651
H 2.049 1.615 2.231
H 3.331 1.918 3.391
H 4.865 -2.898 3.990
H 5.441 -2.558 2.373
H 4.768 -4.040 2.593
H 4.139 -0.526 4.380
C -1.100 -6.855 0.677
C -0.308 -6.085 -0.495
C 0.716 -6.985 -1.189
C 0.165 -7.941 -2.189
C -0.581 -7.316 -3.355
C -1.622 -6.395 -2.712
N -1.116 -5.526 -1.601
O -1.977 -4.509 -1.206
C -2.036 -5.512 -3.855
C -2.833 -7.071 -2.206
C 0.564 -5.003 0.157
H -0.975 -7.926 0.838
H -1.045 -6.271 1.596
H -2.165 -6.625 0.632
H 1.516 -6.365 -1.595
H 1.131 -7.553 -0.357
H 0.998 -8.606 -2.419
H -0.513 -8.565 -1.606
H -1.048 -8.123 -3.920
H 0.254 -6.816 -3.847
H -1.251 -4.797 -4.103
H -2.957 -4.969 -3.644
H -1.972 -5.990 -4.833
H -3.024 -7.954 -2.816
H -3.723 -6.447 -2.290
H -2.764 -7.408 -1.172
H 0.096 -4.190 0.711
H 1.525 -5.374 0.514
H 0.981 -4.422 -0.666
H -1.660 -3.687 -1.587

=====

No. 3
12
Properties=species:S:1:pos:R:3 method="wB97M-V/def2-TZVPD" molar_mass_g_mol=115.16 lumo_energy_ev="0.50 / 0.50" e_tot_ha=-679.5758 homo_ev="-7.20 / -7.20"
C 2.869 -1.576 0.054
C 1.858 0.508 -0.108
C 0.217 -1.173 -0.101
N 2.796 -0.381 0.013
N 0.615 0.038 0.076
N -2.281 0.014 -0.090
S -1.421 -1.447 -0.081
H 3.381 -2.102 0.771
H 2.001 1.512 -0.605
H -0.135 0.694 0.326
H -3.079 -0.203 -0.636
H -2.756 0.108 0.836

=====

No. 4
30
Properties=species:S:1:pos:R:3 method="wB97M-V/def2-TZVPD" molar_mass_g_mol=175.28 lumo_energy_ev=0.87 smiles=CCc1c[nH]c2ccccc12.CC e_tot_ha=-522.1307 homo_ev=-7.46
C 0.520 1.984 0.156
C -0.411 2.411 1.336
C -0.063 0.571 0.151
C -1.354 0.320 -0.262
C 0.516 -0.548 0.851
C -0.626 -1.457 0.898
C 1.850 -0.869 1.340
C -0.436 -2.681 1.571
C 1.907 -2.022 2.072
C 0.758 -2.865 2.235
N -1.631 -1.004 0.051
H 0.295 2.468 -0.797
H 1.588 2.078 0.505
H -1.484 2.377 0.994
H -1.982 0.854 -0.868
H -2.527 -1.480 -0.018
H 2.686 -0.225 1.126
H -1.298 -3.391 1.333
H 2.832 -2.477 2.548
H 1.017 -3.795 2.816
H -0.278 3.428 1.421
H -0.269 1.824 2.288
C -0.369 1.745 -3.381
C -0.180 2.308 -4.813
H -0.875 2.427 -2.615
H -1.060 0.864 -3.578
H 0.481 1.291 -2.932
H 0.050 1.547 -5.501
H 0.669 3.050 -4.831
H -1.100 2.803 -5.180

=====

No. 5
43
Properties=species:S:1:pos:R:3 method="wB97M-V/def2-TZVPD" molar_mass_g_mol=524.08 total_charge=+2 lumo_energy_ev="-7.84 / -9.40" e_tot_ha=-2810.9718 homo_ev="-14.52 / -13.87"
Sn -0.875 -1.540 0.550
Cl 2.171 -1.433 0.380
C 2.766 -3.029 0.082
C 4.111 -3.200 -0.020
C 4.631 -4.490 -0.250
C 3.805 -5.592 -0.370
C 2.437 -5.432 -0.267
Cl 1.444 -6.799 -0.410
C 1.852 -4.127 -0.045
S 0.179 -4.019 0.051
H 4.775 -2.354 0.079
H 5.702 -4.616 -0.327
H 4.212 -6.577 -0.541
N -2.569 -0.498 -0.910
C -3.598 -0.171 0.129
C -4.473 -1.373 0.478
C -3.813 -2.498 1.259
N -2.684 -3.030 0.454
H -2.117 0.366 -1.233
H -3.027 -0.877 -1.739
H -4.232 0.631 -0.248
H -3.086 0.218 1.017
H -4.879 -1.775 -0.458
H -5.335 -1.040 1.056
H -4.546 -3.275 1.471
H -3.412 -2.153 2.215
H -3.012 -3.178 -0.499
H -2.387 -3.950 0.777
O 1.332 8.103 -0.475
C 1.798 7.113 0.301
O 2.530 7.326 1.219
C 1.335 5.713 -0.007
C 2.252 4.679 0.212
C 1.874 3.377 0.014
C 0.546 3.071 -0.382
S 0.068 1.460 -0.602
C -0.374 4.130 -0.591
C 0.025 5.433 -0.406
H 0.824 7.771 -1.230
H 3.249 4.930 0.545
H 2.575 2.568 0.167
H -1.384 3.900 -0.896
H -0.689 6.235 -0.547

=====

No. 6
72
Properties=species:S:1:pos:R:3 method="wB97M-V/def2-TZVPD" molar_mass_g_mol=509.68 total_charge=+1 lumo_energy_ev=-4.36 e_tot_ha=-1572.3076 homo_ev=-10.22
C 4.598 -5.317 -3.372
C 4.545 -3.927 -3.523
C 3.898 -3.154 -2.559
C 3.316 -3.765 -1.444
C 2.621 -2.962 -0.371
N 1.194 -3.298 -0.249
C 0.594 -3.676 1.054
C -0.847 -3.214 0.875
N -0.779 -2.184 -0.204
C 0.289 -2.449 -0.896
C 0.545 -1.962 -2.282
C 0.831 -0.615 -2.512
C 1.049 -0.187 -3.821
C 0.898 -1.089 -4.879
C 0.556 -2.424 -4.644
C 0.351 -2.860 -3.337
C 3.334 -5.153 -1.321
C 3.987 -5.934 -2.274
H 5.125 -5.920 -4.107
H 5.009 -3.442 -4.381
H 3.820 -2.071 -2.671
H 3.111 -3.105 0.604
H 2.677 -1.894 -0.623
H 0.695 -4.751 1.259
H 1.079 -3.119 1.865
H -1.471 -4.082 0.581
H -1.271 -2.747 1.766
H 0.837 0.080 -1.672
H 1.340 0.849 -4.010
H 1.046 -0.747 -5.904
H 0.448 -3.130 -5.470
H 0.002 -3.872 -3.127
H 2.831 -5.609 -0.468
H 4.020 -7.014 -2.148
C -3.638 1.240 -2.927
N -3.127 1.719 -1.657
C -1.815 1.632 -1.290
C -1.652 2.110 0.032
C -0.475 2.070 0.799
C -0.182 2.896 1.908
C -0.734 4.152 2.289
N -0.272 4.516 3.522
C -0.730 5.688 4.245
C 0.630 3.543 3.993
C 0.729 2.540 2.992
C 1.456 1.389 3.229
C 2.000 1.201 4.514
C 1.841 2.177 5.518
C 1.169 3.386 5.259
C -2.984 2.528 0.467
C -3.878 2.281 -0.610
C -5.246 2.488 -0.494
C -5.728 2.973 0.736
C -4.851 3.221 1.810
C -3.477 2.981 1.672
H -4.725 1.328 -2.933
H -3.217 1.818 -3.767
H -3.355 0.187 -3.090
H -1.041 1.281 -1.969
H 0.295 1.354 0.499
H -1.406 4.783 1.712
H -0.302 5.668 5.252
H -0.426 6.620 3.744
H -1.828 5.702 4.321
H 1.570 0.670 2.419
H 2.542 0.281 4.733
H 2.240 1.981 6.511
H 1.053 4.162 6.019
H -5.917 2.274 -1.326
H -6.792 3.159 0.885
H -5.229 3.591 2.762
H -2.776 3.154 2.485

=====

No. 7
13
Properties=species:S:1:pos:R:3 method="wB97M-V/def2-TZVPD" molar_mass_g_mol=85.11 lumo_energy_ev=1.01 smiles="[H]/N=C/N(N)C=C" e_tot_ha=-282.7113 homo_ev=-8.61
C 1.238 0.470 -0.087
C 2.080 -0.527 0.153
C -0.899 -0.752 -0.190
H -1.583 1.656 -0.651
H -1.419 1.450 0.956
H 1.691 1.448 -0.213
H 3.159 -0.244 0.124
H 1.852 -1.596 0.314
H -0.351 -1.650 -0.529
H -2.529 -1.615 0.095
N -0.907 1.640 0.084
N -0.183 0.427 -0.201
N -2.149 -0.706 0.145

=====

No. 8
63
Properties=species:S:1:pos:R:3 method="wB97M-V/def2-TZVPD" molar_mass_g_mol=625.35 lumo_energy_ev=0.16 e_tot_ha=-4605.6508 homo_ev=-6.56
Cu 0.309 -0.964 -0.007
N 3.512 0.339 2.331
C 3.402 1.571 1.708
C 4.141 2.746 1.808
C 3.719 3.804 1.029
C 2.605 3.702 0.180
C 1.877 2.535 0.088
C 2.292 1.459 0.868
N 1.737 0.194 0.996
C 2.492 -0.429 1.863
C 2.233 -1.817 2.226
C 2.834 -2.585 3.172
S 2.115 -4.131 3.185
C 1.058 -3.641 1.929
N 1.220 -2.424 1.523
H 4.184 0.072 3.028
H 4.991 2.836 2.470
H 4.258 4.741 1.081
H 2.312 4.563 -0.406
H 1.013 2.440 -0.556
H 3.609 -2.320 3.871
H 0.291 -4.294 1.543
S 0.843 3.158 4.544
C 0.238 1.740 3.916
S -0.843 1.750 2.562
C -0.934 0.017 2.571
N -0.280 -0.523 3.545
N 0.406 0.441 4.277
C 1.256 -0.095 5.289
C 2.415 0.555 5.701
C 3.239 -0.046 6.645
C 2.923 -1.281 7.188
C 1.761 -1.919 6.773
C 0.932 -1.339 5.829
S -1.758 -0.827 1.300
H 2.672 1.517 5.289
H 4.135 0.475 6.958
H 3.565 -1.734 7.932
H 1.490 -2.882 7.188
H 0.038 -1.842 5.499
C -4.326 -0.166 -2.188
N -3.029 -0.792 -2.538
C -2.876 -2.116 -1.866
C -1.854 0.142 -2.249
C -0.611 -0.428 -2.858
C -0.484 -0.372 -4.251
C 0.604 -0.954 -4.873
C 1.565 -1.573 -4.076
C 1.428 -1.595 -2.698
C 0.330 -1.032 -2.008
H -5.135 -0.847 -2.441
H -4.424 0.769 -2.733
H -4.315 0.025 -1.116
H -2.983 -0.966 -3.543
H -2.990 -1.959 -0.797
H -1.881 -2.493 -2.084
H -3.652 -2.777 -2.245
H -1.776 0.200 -1.163
H -2.160 1.104 -2.665
H -1.225 0.156 -4.850
H 0.716 -0.911 -5.949
H 2.433 -2.026 -4.541
H 2.215 -2.078 -2.127

=====

No. 9
57
Properties=species:S:1:pos:R:3 method="wB97M-V/def2-TZVPD" molar_mass_g_mol=543.41 total_charge=+1 lumo_energy_ev=-2.77 e_tot_ha=-2542.1155 homo_ev=-12.53
F 2.281 3.362 0.616
C 1.851 3.740 1.838
F 2.058 5.079 1.908
C 0.356 3.548 1.978
C -0.397 4.260 0.851
N -0.307 3.480 -0.403
C -0.662 2.183 -0.602
C -0.367 1.896 -1.875
N 0.167 3.024 -2.412
C 0.202 3.991 -1.515
C 2.705 3.117 2.968
F 3.848 3.815 3.024
F 2.106 3.264 4.141
C 3.186 1.625 2.755
F 4.074 1.645 1.757
F 3.836 1.294 3.868
C 2.059 0.621 2.463
F 1.076 0.900 3.325
F 1.575 0.812 1.244
S 2.489 -1.219 2.683
F 2.607 -0.994 4.223
F 0.941 -1.521 2.861
F 2.310 -1.486 1.142
F 4.003 -0.932 2.464
F 2.806 -2.728 2.890
H 0.053 4.020 2.904
H 0.059 2.510 1.949
H -1.439 4.234 1.140
H -0.048 5.268 0.689
H -1.078 1.546 0.146
H -0.505 0.948 -2.349
H 0.497 3.078 -3.365
H 0.569 4.985 -1.649
C -4.385 -1.695 -1.329
C -3.216 -0.930 -0.733
C -2.358 -1.819 0.152
O -3.698 0.189 0.025
H -5.035 -2.077 -0.537
H -4.991 -1.041 -1.957
H -4.040 -2.536 -1.931
H -2.603 -0.518 -1.538
H -2.941 -2.207 0.991
H -1.523 -1.255 0.575
H -1.956 -2.659 -0.412
H -4.243 -0.156 0.739
C 0.850 -4.628 -2.171
C -0.543 -4.209 -2.613
C -0.925 -4.849 -3.937
O -0.612 -2.781 -2.721
H 1.596 -4.312 -2.905
H 1.109 -4.158 -1.221
H 0.919 -5.710 -2.053
H -1.269 -4.491 -1.849
H -0.234 -4.540 -4.726
H -1.925 -4.536 -4.241
H -0.908 -5.937 -3.870
H 0.020 -2.511 -3.394

=====

No. 10
22
Properties=species:S:1:pos:R:3 method="wB97M-V/def2-TZVPD" molar_mass_g_mol=270.76 total_charge=+1 lumo_energy_ev="-5.88 / -6.81" e_tot_ha=-2635.2638 homo_ev="-13.38 / -13.37" spin_multiplicity=2
C -0.463 -2.671 0.987
C -0.351 -1.069 1.111
Si -0.313 -0.150 -0.577
N 0.771 -0.907 -1.770
C -2.050 -0.007 -1.396
O -2.932 0.859 -1.135
O -2.395 -0.968 -2.402
C 0.261 1.668 -0.151
O -0.661 2.468 0.208
N 1.697 2.063 -0.207
C 2.323 2.043 1.126
O 2.527 1.030 1.822
F 2.741 3.313 1.632
H -1.552 -3.025 0.997
H 0.026 -3.117 1.933
H 0.140 -3.052 0.095
H -1.153 -0.621 1.790
H 0.663 -0.843 1.626
H 0.629 -0.367 -2.651
H 1.772 -0.807 -1.528
H 2.176 1.342 -0.767
Cu -3.855 2.818 -0.744